This record from OMol25 describes a 2-piece molecular cluster, C4H10FIN overall at a distorted geometry. The level of theory is ωB97M-V with the def2-TZVPD basis set.

## Properties
Molar mass ... 218.03 g/mol
HOMO-LUMO gap ... 9.45 eV
HOMO energy ... -13.65 eV
E_tot ... -610.34445 Eh
Relative energy (zero: lowest compared OMol25 entry of this formula, charge and spin) ... 2.5875 eV

Structure (ORCA input):
```
! wB97M-V def2-TZVPD RIJCOSX def2/J DEFGRID3
* xyz 1 1
C -1.58 0.18 0.47
C 0.48 -1.56 0.59
C 0.36 0.18 -1.96
C -0.12 -0.17 0.26
N 0.67 0.88 0.83
F 0.36 -1.64 1.95
I 0.34 2.30 -2.18
H -1.71 1.13 -0.06
H -2.16 -0.43 -0.10
H -1.73 0.08 1.54
H 1.60 -1.73 0.45
H 0.15 -2.36 0.04
H 1.29 -0.21 -2.39
H -0.48 -0.28 -2.22
H 0.09 1.48 1.42
H 0.96 1.57 0.03
H 1.48 0.57 1.30
*
```